Entry 1:
C45H39Cl2N7O2SSn | wB97M-V/def2-TZVPD

Results
spin multiplicity = 1
gap between HOMO and LUMO = 6.17 eV
E_HOMO = -13.39 eV
LUMO = -7.2 eV
net charge = +2

Element x y z (Å)
Sn -0.49137 -0.07935 0.48784
Cl 1.37015 -5.38992 5.35558
Cl -0.62036 -6.97068 3.54209
S -3.26657 3.94481 -0.22104
O -2.20600 -4.31291 -0.35567
O 0.15176 -0.74564 5.11059
N -1.32383 -2.63629 0.99631
N -0.07975 -1.23077 2.86710
N -1.18745 2.45560 -0.55117
N 0.66126 1.33407 2.30838
N -3.35856 -1.04221 0.30544
N -0.00421 -0.28672 -2.09919
N 1.89308 -0.35783 -0.24837
C -1.46077 6.10573 -0.42265
C 0.27618 -0.40732 3.96388
C 2.21652 -2.93411 0.89020
C -1.13292 -0.23964 -2.98712
C -0.02014 -2.50981 2.97588
C -0.74099 2.22838 -3.50426
C 0.68297 0.98259 3.59896
C 2.82490 -0.48500 0.84279
C -3.41715 -2.27608 -0.20702
C 3.64759 -1.82343 2.64843
C 1.44813 3.13261 4.28243
C 3.66997 -0.72627 -1.88658
C -0.40536 -5.30923 3.26514
C -1.81560 -1.44232 -3.19813
C -5.51487 -0.62969 -0.64856
C -0.74049 3.78055 -0.59728
C 1.03913 2.57642 2.00235
C -1.22030 -2.74899 -2.74108
C 3.60167 0.59877 1.25020
C -1.55561 0.96014 -3.56372
C 0.68350 -3.23295 4.01275
C -2.99318 -1.41174 -3.93138
C 1.55176 -0.34483 -3.98357
C 2.87886 -1.72014 1.49684
C -2.29640 -3.21463 0.12331
C -0.16171 6.49580 -0.66795
C 0.56180 4.19664 -0.88968
C 1.06699 1.84087 4.61245
C 2.26142 -0.46793 -1.46110
C -4.40527 -0.24846 0.09455
C 0.84163 5.54567 -0.91575
C -2.47370 2.43559 -0.38647
C -4.47212 -2.74607 -0.97185
C 4.35388 0.45751 2.41371
C 1.18307 -0.35556 -2.52960
C 1.43602 3.50531 2.94947
C -1.73942 4.73772 -0.40501
C 0.51899 -4.55343 4.14810
C -3.47458 -0.21941 -4.45265
C -5.54189 -1.89653 -1.20619
C -0.83140 -3.30702 1.96884
C -1.04211 -4.71724 2.24832
C -2.75008 0.94721 -4.28144
C 3.70441 1.86986 0.44435
C 4.36130 -0.73093 3.12492
H 1.74316 3.83272 5.05361
H 3.71286 -1.62282 -2.50875
H 2.12326 -3.73895 1.62069
H 0.08131 7.54983 -0.69218
H 0.83793 -0.94063 -4.55234
H 1.84410 5.88073 -1.15097
H 4.32384 -0.85596 -1.02883
H -4.36424 0.73567 0.54924
H 1.23002 -2.71798 0.47627
H 1.72215 4.50068 2.63488
H 4.95705 1.29321 2.75183
H 2.82000 -3.32234 0.06520
H -1.97060 -3.53580 -2.69946
H 2.88726 1.98085 -0.26806
H -0.44389 -3.07687 -3.43899
H 4.63785 1.87737 -0.12412
H -3.52926 -2.33782 -4.10665
H -2.24295 6.83744 -0.26713
H -4.39747 -0.20656 -5.01790
H -6.33780 0.05958 -0.78232
H -0.24140 2.39633 -4.46257
H -0.74355 -2.67259 -1.76253
H -1.37749 3.09602 -3.32486
H 3.71141 -2.77926 3.15796
H 1.01956 2.84152 0.95584
H 2.55654 -0.71000 -4.17273
H -4.44722 -3.76031 -1.34784
H 4.95330 -0.81933 4.02665
H 0.01541 2.20002 -2.72451
H 1.32859 3.46343 -1.11549
H 3.72053 2.74689 1.09148
H 1.32538 -2.69859 4.69378
H -1.65930 -5.30277 1.58860
H 4.04084 0.10252 -2.49494
H 1.05760 1.48482 5.63285
H -6.38326 -2.22187 -1.80399
H -3.09648 1.87053 -4.73243
H 1.48688 0.67719 -4.36435
H -3.04474 1.51230 -0.37165

Need the Mulliken charges? In units of e they are:
1. Sn 1.1607
2. Cl -0.1214
3. Cl -0.1227
4. S -0.2283
5. O -0.5589
6. O -0.5643
7. N 1.0976
8. N 0.1612
9. N 0.7991
10. N 0.6725
11. N -0.0362
12. N 1.8804
13. N 1.1086
14. C -0.5020
15. C -0.2429
16. C -1.4482
17. C -0.4185
18. C 0.9978
19. C -2.0993
20. C 0.2923
21. C -0.2195
22. C 0.7932
23. C -0.7589
24. C -0.7297
25. C -2.4277
26. C 0.0682
27. C 0.5529
28. C -0.9504
29. C -0.5618
30. C -0.4333
31. C -1.5771
32. C 1.0928
33. C 1.4812
34. C -0.9071
35. C -0.6430
36. C -1.8969
37. C 0.6142
38. C -0.8664
39. C -0.7295
40. C 0.4717
41. C -0.7738
42. C 1.0128
43. C -0.2909
44. C -0.9423
45. C -0.1222
46. C -0.7807
47. C -0.7013
48. C 0.4550
49. C -1.1749
50. C 0.4533
51. C -0.0937
52. C -1.1988
53. C -0.4759
54. C 0.2866
55. C -1.3762
56. C -0.7289
57. C -1.5905
58. C -1.3297
59. H 0.4783
60. H 0.5907
61. H 0.5385
62. H 0.4538
63. H 0.3551
64. H 0.4832
65. H 0.4191
66. H 0.8849
67. H -0.0175
68. H 0.5990
69. H 0.5308
70. H 0.5372
71. H 0.5040
72. H -0.2221
73. H 0.4805
74. H 0.4930
75. H 0.5334
76. H 0.4645
77. H 0.4914
78. H 0.4577
79. H 0.5195
80. H 0.0904
81. H 0.5183
82. H 0.5847
83. H 0.6501
84. H 0.5860
85. H 0.5377
86. H 0.4993
87. H -0.0590
88. H 0.0613
89. H 0.5422
90. H 0.6554
91. H 0.7416
92. H 0.4201
93. H 0.5998
94. H 0.5151
95. H 0.5157
96. H 0.2082
97. H -0.0701

***

Entry 2:
C45H40N4O4P2Sn | wB97M-V/def2-TZVPD

Results
spin multiplicity = 1
gap between HOMO and LUMO = 6.21 eV
E_HOMO = -12.45 eV
LUMO = -6.2 eV
net charge = +2

Element x y z (Å)
Sn -1.54667 1.34759 -0.63163
P 1.14806 -1.24208 0.28860
P 1.39851 0.74699 1.40295
O -4.28515 -0.14488 -3.26362
O -2.34773 -2.61881 -6.46256
O -2.84581 1.11304 -2.23495
O -4.07083 -1.69090 -5.54849
N -3.98185 2.26690 1.06361
N -0.68144 -2.40285 -4.60065
N -3.44667 1.18902 0.74108
N -1.05575 -0.87195 -2.25666
C 1.86234 -3.73000 1.14221
C -3.14412 0.05273 -2.87843
C 1.50170 2.40471 0.72129
C -4.34790 0.06551 2.73020
C 5.12496 0.66333 4.05840
C -2.01373 4.55006 -1.05113
C -4.80647 -1.09531 3.33171
C -0.31199 -3.16927 -1.91167
C 2.09428 2.66924 -0.51026
C -3.76927 5.76686 0.09124
C -4.16549 4.59817 0.71690
C 1.08357 3.43249 1.55977
C -2.00874 -0.94426 -3.16120
C -4.01899 -1.15029 0.66566
C 2.71362 -4.72165 1.59692
C 4.05437 1.18677 1.97427
C -4.87861 -2.27959 2.60659
C 4.03521 -4.42201 1.89473
C 2.27483 3.98281 -0.90277
C 0.09423 -1.75932 -2.39673
C 2.51287 -0.85361 -1.82078
C 1.85419 5.01856 -0.07526
C 0.42088 -1.86038 -3.89129
C -0.44725 -1.56154 1.09404
C -3.95411 0.02680 1.39825
C 3.93596 0.14472 4.54786
C 2.80062 0.13476 3.75171
C -3.47916 3.41922 0.43603
C 1.26614 -1.28017 -1.50953
C -2.83000 -1.97847 -5.41566
C 3.21211 -0.66779 -3.05985
C -4.49113 -2.30433 1.27315
C -2.38897 3.36292 -0.44530
C -2.70084 5.73687 -0.79393
C -1.94646 -1.76604 -4.32593
C 1.45561 -1.47823 -4.64619
C 2.33126 -2.41825 0.98899
C 5.18525 1.18147 2.77005
C 4.51232 -3.13374 1.71270
C -0.37681 -0.99204 2.51318
C 2.85796 0.65255 2.46028
C 2.74030 -0.93761 -4.28563
C 3.66851 -2.13356 1.25809
C 1.25744 4.74511 1.14478
C -0.07060 0.50775 2.44968
H -0.52452 -3.16789 -0.84883
H -1.18929 4.57238 -1.75315
H -1.38037 -2.69950 -6.34366
H 6.10929 1.59588 2.39334
H 2.34437 -5.73091 1.71106
H 4.22114 -0.28924 -2.97340
H 5.54753 -2.90296 1.91975
H -4.57505 -3.21746 0.70000
H 6.00528 0.67432 4.68501
H 0.39728 -1.51357 3.08163
H 2.73570 4.20011 -1.85535
H -3.73361 -1.15056 -0.38154
H 1.89083 -0.29221 4.14750
H 0.84564 -3.99424 0.89673
H -0.65768 -2.62645 1.11281
H -2.40022 6.64641 -1.29599
H 4.69611 -5.19787 2.25446
H 3.88785 -0.25130 5.55209
H 3.40479 -0.74362 -5.11858
H -1.23006 -3.49416 -2.39519
H 2.39989 1.85940 -1.16182
H -5.12028 -1.07410 4.36510
H 0.92661 5.55186 1.78271
H -4.30267 0.99986 3.27340
H 1.30291 -1.62369 -5.70834
H -1.22730 -1.07298 0.50303
H 0.48052 -3.89264 -2.11121
H -4.29424 6.69151 0.28116
H -0.89592 1.05576 1.99061
H 4.10592 1.61284 0.97993
H -0.73049 -3.40781 -4.44513
H 0.63327 3.23148 2.52268
H -5.25476 -3.17756 3.07628
H -4.40318 -1.17389 -4.72840
H 1.98877 6.04378 -0.38672
H 0.11877 0.93991 3.43278
H 3.14969 -0.59974 -0.97006
H -5.00287 4.57230 1.40015
H 4.07533 -1.14589 1.09337
H -1.32952 -1.16560 3.01691

Need the Mulliken charges? In units of e they are:
1. Sn 1.4206
2. P 0.2756
3. P 0.6735
4. O -0.7874
5. O -0.5257
6. O -0.6900
7. O -0.4969
8. N -0.8778
9. N -0.7663
10. N 0.9881
11. N 0.5249
12. C -0.7865
13. C 0.2867
14. C 0.7986
15. C -0.4054
16. C -0.6637
17. C -0.9598
18. C -0.6547
19. C -1.5932
20. C 0.2659
21. C -0.6826
22. C -0.3877
23. C -0.6940
24. C 0.4938
25. C -0.0854
26. C -0.7835
27. C -0.5533
28. C -0.5492
29. C -0.7227
30. C -0.8418
31. C 2.3479
32. C -0.3653
33. C -0.6927
34. C -0.6970
35. C -0.3281
36. C 0.1229
37. C -0.8833
38. C -0.3803
39. C 0.4218
40. C -0.1978
41. C 0.2133
42. C -1.3262
43. C -0.8884
44. C 0.1383
45. C -0.7373
46. C 0.4432
47. C -0.3882
48. C 1.5155
49. C -0.7036
50. C -0.9453
51. C -1.6163
52. C 0.7674
53. C -0.8537
54. C -0.1385
55. C -0.8178
56. C -0.9976
57. H 0.3564
58. H 0.5238
59. H 0.5161
60. H 0.4794
61. H 0.4830
62. H 0.4833
63. H 0.4990
64. H 0.4745
65. H 0.4690
66. H 0.3326
67. H 0.4890
68. H 0.5178
69. H 0.2271
70. H 0.1753
71. H 1.3560
72. H 0.4540
73. H 0.4336
74. H 0.4767
75. H 0.3974
76. H 0.6367
77. H 0.4534
78. H 0.4220
79. H 0.4992
80. H 0.5055
81. H 0.4916
82. H -0.7357
83. H 0.2416
84. H 0.4223
85. H 0.2229
86. H 0.4712
87. H 0.3928
88. H 0.4313
89. H 0.4391
90. H 0.4328
91. H 0.4611
92. H 0.9581
93. H 0.5254
94. H 0.5204
95. H 0.3265
96. H 0.5050

***

Entry 3:
C45H40N5OPRe | wB97M-V/def2-TZVPD

Results
spin multiplicity = 4
gap between HOMO and LUMO (spin up / spin down) = 7.07 / 6.32 eV
E_HOMO (spin up / spin down) = -12.55 / -13.02 eV
LUMO (spin up / spin down) = -5.5 / -6.7 eV
net charge = +2

Element x y z (Å)
Re -0.90272 0.40866 0.18564
P 1.26074 0.08666 1.31242
O 0.29802 0.15512 -1.56052
N 0.94531 -0.69723 -3.54907
N -2.05523 0.44847 1.95155
N 0.85611 1.59604 -3.24927
N -2.39139 0.23079 -1.42782
N -1.63504 -1.52759 0.35549
C -3.43309 0.87719 -3.47743
C 0.68411 0.35492 -2.75321
C 2.74818 -1.95088 4.52161
C -2.70434 -3.76885 -2.46320
C 4.10079 -2.32952 -1.35658
C -2.52720 -1.08666 -1.78764
C 0.45079 5.15400 0.72347
C 1.85819 1.77986 1.45672
C -3.16138 -2.83595 -3.34884
C 0.70157 -0.90846 5.22791
C -2.44473 -0.78786 2.42079
C 0.52224 1.95446 -4.62492
C -0.33785 2.43614 0.49446
C -3.45223 -2.24587 4.07856
C -3.08220 -1.46045 -3.02288
C -2.82993 1.16790 -2.24751
C 3.47077 3.44976 2.08864
C -3.09145 -0.94404 3.65771
C 1.34982 4.13597 1.13336
C 1.95215 -0.66185 -4.60595
C 2.28667 -2.23063 0.21723
C 2.62590 4.43913 1.66543
C -3.19448 -3.31079 3.26401
C -3.01212 1.44571 3.90418
C 1.44974 -0.67064 2.94754
C 0.95130 2.78195 1.02144
C 1.06566 2.73298 -2.36727
C 1.80825 -1.69671 5.50942
C 3.14959 -2.97244 -0.57295
C 3.33681 -0.19703 -0.54524
C -2.34218 1.52335 2.68296
C -0.78991 4.83133 0.25637
C -3.37403 0.22014 4.39958
C -2.08496 -2.06840 -0.85530
C 4.18847 -0.94411 -1.34814
C 2.38916 -0.84016 0.24467
C -2.57892 -3.14266 2.00603
C 0.47776 -2.03338 -3.21475
C 0.52615 -0.39266 3.95454
C 2.57470 -1.44129 3.24352
C 3.07958 2.10119 1.99154
C -2.16756 -3.39071 -1.21221
C -2.19343 -1.89549 1.57583
C -1.17934 3.47598 0.15715
C -3.54601 -0.42896 -3.86953
H 1.55330 -2.73380 0.83786
H -0.24279 2.73356 -4.60296
H -2.18608 3.26797 -0.19683
H -3.22213 2.35798 4.44305
H -3.88246 0.13341 5.35184
H 0.12369 1.10270 -5.16514
H -3.58586 -3.12953 -4.29969
H 2.61705 -1.51484 -4.46669
H -2.00441 2.47405 2.30028
H -3.47139 -4.30713 3.58016
H 0.75756 6.18920 0.80559
H -1.47980 5.61186 -0.03695
H -3.93897 -2.37658 5.03554
H 1.49660 2.40412 -1.42718
H 3.74562 1.32375 2.34804
H -0.00458 -2.47552 -4.08782
H 0.13459 3.26555 -2.16341
H 3.62276 -2.54659 4.74520
H -3.79182 1.68645 -4.09676
H 1.31752 -2.66205 -2.92050
H 1.94464 -2.10380 6.50217
H -3.99403 -0.68555 -4.82155
H 1.75913 3.41980 -2.85240
H -2.41513 -4.01258 1.38898
H 1.50549 -0.73760 -5.59815
H 4.93867 -0.44467 -1.94719
H -1.79712 -4.15560 -0.54538
H 4.78197 -2.91138 -1.96372
H 3.08816 -4.05293 -0.57179
H 2.92240 5.47766 1.74641
H 2.54344 0.24608 -4.54352
H 3.31387 -1.65208 2.48226
H 4.43611 3.69812 2.50762
H -0.22957 -1.99282 -2.39518
H -2.68971 2.19439 -1.93441
H -2.75492 -4.81969 -2.71364
H 3.42619 0.88189 -0.51900
H -0.30688 0.26202 3.75597
H 1.39194 2.34490 -5.15413
H -0.01984 -0.68715 6.00347

Need the Mulliken charges? In units of e they are:
1. Re 2.0665
2. P 2.2382
3. O -0.1100
4. N 0.3433
5. N 0.1749
6. N 0.2805
7. N -0.3424
8. N 0.8765
9. C -1.0878
10. C -0.7519
11. C -0.7584
12. C -1.2420
13. C -0.6369
14. C 0.5848
15. C -0.9950
16. C -0.4964
17. C -0.8898
18. C -0.7286
19. C 0.2096
20. C -1.1709
21. C 0.2047
22. C -0.9676
23. C 1.0046
24. C -0.0135
25. C -1.0691
26. C 1.0682
27. C 1.5628
28. C -1.2681
29. C -0.4865
30. C -0.8451
31. C -1.0823
32. C -0.9967
33. C 0.8992
34. C -0.5663
35. C -0.8282
36. C -0.7026
37. C -1.0608
38. C -0.7464
39. C 0.1623
40. C -1.3027
41. C -0.7179
42. C -0.4536
43. C -0.7848
44. C 0.4628
45. C -0.6028
46. C -1.2657
47. C -0.6845
48. C -0.4514
49. C -0.1136
50. C -0.0249
51. C -0.0380
52. C 0.0754
53. C -0.8404
54. H 0.5843
55. H 0.3904
56. H 0.5239
57. H 0.5017
58. H 0.5246
59. H 0.3816
60. H 0.4757
61. H 0.4238
62. H 0.2782
63. H 0.4620
64. H 0.4559
65. H 0.4360
66. H 0.4691
67. H -0.1000
68. H 0.5716
69. H 0.4781
70. H 0.3398
71. H 0.4616
72. H 0.5201
73. H 0.4152
74. H 0.4291
75. H 0.4932
76. H 0.5759
77. H 0.3277
78. H 0.2980
79. H 0.4866
80. H 0.5747
81. H 0.4487
82. H 0.4690
83. H 0.4860
84. H 0.4152
85. H 0.4710
86. H 0.4417
87. H 0.2757
88. H 0.2826
89. H 0.4347
90. H 0.3221
91. H 0.2869
92. H 0.3011
93. H 0.4958

***

How do the records compare in energy relative to the best compared isomer or geometry (same formula, charge and spin)? In the order shown, they have 7.27; 112.58; 0.00 kcal per mole.